(1)
C42H50FN3SSc as an isolated structure. Source: the Open Molecules 2025 dataset; level of theory: wB97M-V/def2-TZVPD.

```
! wB97M-V def2-TZVPD RIJCOSX def2/J DEFGRID3
* xyz 1 1
H 9.58616 -12.14032 8.74147
H 17.15730 -13.72346 3.88997
H 17.73906 -11.05612 9.79065
H 20.78523 -12.21184 8.78808
C 18.29437 -12.55333 6.47454
H 17.94770 -20.41480 4.64686
H 17.24482 -17.62354 7.54990
H 18.08531 -10.21764 3.51061
H 19.18577 -13.08556 9.70245
H 18.31517 -15.60845 5.54949
H 12.53003 -20.88732 11.11279
N 14.14456 -14.23828 8.08605
H 17.99788 -15.01734 8.36641
C 9.40367 -13.13576 9.13835
C 18.63436 -12.25053 3.87503
H 8.37040 -13.26422 9.52787
C 14.77353 -18.75450 9.48770
H 14.05645 -21.28082 8.72370
H 9.43362 -13.87487 8.26721
C 14.34555 -16.53184 8.73927
C 19.02358 -12.11379 5.33310
Sc 15.94638 -14.73956 6.64838
H 18.02382 -13.54909 2.32600
C 15.97816 -18.78421 8.77642
H 17.52989 -11.36235 2.33410
C 15.20022 -19.95985 11.71456
H 16.65329 -11.16478 3.85434
H 17.12759 -10.21001 6.76204
N 15.52009 -16.49956 8.09684
H 12.02041 -15.89978 10.01971
C 14.68955 -21.25284 9.57922
N 16.89332 -12.92978 6.37257
H 16.61677 -19.65580 8.82441
H 8.95259 -14.65214 11.52456
C 18.20495 -16.65954 5.54899
H 16.26323 -19.95401 11.47535
C 14.36940 -19.96921 10.36698
H 17.81891 -14.90008 10.06112
H 16.10478 -18.98310 4.22465
C 18.38023 -13.00593 9.02574
H 12.11954 -11.77016 9.03971
C 17.64668 -11.17592 3.37990
H 13.01400 -17.66545 9.93662
C 17.64305 -14.37058 9.15218
H 14.92876 -19.05141 12.36251
C 17.01150 -17.20726 4.99056
H 10.76335 -11.48801 10.75718
C 11.75020 -13.81382 9.57695
C 13.94305 -17.66732 9.45382
H 15.72499 -21.40914 9.36936
C 14.77898 -12.21537 5.50955
H 20.93592 -11.39210 4.61773
F 14.51618 -13.58295 5.38376
C 12.87322 -19.94861 10.66158
H 16.38529 -11.91194 8.99263
H 18.81638 -14.38736 3.72528
H 14.11589 -12.24117 7.68258
H 15.36052 -8.55870 6.06766
H 20.21870 -17.11731 6.17216
S 15.67391 -16.09017 4.69782
C 16.28760 -17.61941 8.06872
C 20.35627 -11.71606 5.48120
H 16.97750 -12.42570 10.58402
H 14.48493 -22.13846 10.16376
C 16.00363 -11.88719 6.06038
C 9.86491 -14.83389 10.96422
H 12.33325 -19.74248 9.74381
H 15.03671 -20.80934 12.30678
C 16.92797 -18.55820 4.75982
C 16.23152 -10.51139 6.27139
C 18.02374 -19.36714 4.89482
H 12.80673 -11.72740 4.78418
C 13.77879 -11.36909 5.11521
C 13.60804 -13.04946 8.22547
H 11.02141 -12.71881 12.12138
H 21.99094 -11.30756 6.93380
C 19.20603 -18.87314 5.47328
C 12.43065 -12.77593 8.92518
H 20.01608 -19.52412 5.64217
C 15.25798 -9.62389 5.86488
C 10.37600 -13.57638 10.24138
C 21.00849 -11.71071 6.71575
H 19.58454 -12.20876 3.27641
H 13.32241 -9.26835 5.07919
C 18.12518 -13.59390 3.43653
C 13.56549 -15.24738 8.79852
H 9.39928 -12.14971 11.54030
C 18.96060 -12.66068 7.67313
C 14.05390 -10.01084 5.30755
C 20.30296 -12.21831 7.79604
H 9.68584 -15.72756 10.28766
C 19.27246 -17.50353 5.79720
H 16.57955 -14.18297 8.98620
C 10.41120 -12.41067 11.26987
H 12.69409 -19.20663 11.45072
C 17.29730 -12.00811 9.57596
H 10.55197 -15.11206 11.73104
C 12.40653 -15.03674 9.51149
*
```

Summary:
HOMO level = -0.371 hartree


(2)
C42H51B3N5O3OsPS5 as an isolated structure. Source: the Open Molecules 2025 dataset; level of theory: wB97M-V/def2-TZVPD.

```
! wB97M-V def2-TZVPD RIJCOSX def2/J DEFGRID3
* xyz 0 1
H 6.77774 -2.09974 1.38540
S 2.23695 -4.29446 0.21323
C 2.35919 -2.65072 -3.66501
C -4.00623 -2.12485 4.15807
N 0.84607 1.20664 3.94475
C -2.48502 -1.07028 2.69635
B 1.27293 2.60761 3.37029
O -1.68776 -0.11498 2.12898
C 2.58126 -1.72011 -2.69983
H -0.40263 -2.77800 4.46882
H -3.45862 -0.02221 4.29972
C -1.59127 4.25943 -1.90175
H -3.46123 3.10729 1.13616
H 3.32623 -0.25904 -5.82037
N -0.35173 -0.94213 -1.94856
H 4.16112 2.96820 -1.12491
C -0.21830 1.66015 -3.28669
H -4.46410 1.73602 1.58631
S 4.50583 -1.44751 0.77370
H 2.48880 -2.74276 -5.87658
H -4.15295 -0.37212 -1.24003
C 2.64261 -2.16483 -4.97493
H 0.74360 -2.62572 3.11881
H 4.73048 -3.44454 -2.19704
C -1.53055 1.13493 -2.68684
C 0.40266 1.05381 5.23540
C 4.88897 -2.91972 -1.26498
H -1.78107 3.85279 -2.88687
H -0.91212 5.79991 1.56330
H -2.09740 -2.89374 -3.77169
H -0.23006 -2.40757 -4.29127
H 1.35364 -2.78541 4.77712
H -4.37000 -4.20346 3.79954
S 1.26320 2.35196 0.07091
C -1.44460 3.42111 -0.79851
N 0.53878 -0.91913 4.30343
H -4.68372 -2.09049 5.00239
C -2.30831 -2.26642 2.01840
C -3.33256 -0.96085 3.77435
C 3.83172 2.35756 2.98897
C 2.51279 -1.86722 -1.19043
C 4.35023 2.05198 -0.56889
H -1.18259 -4.82189 -0.74581
H 6.95241 -3.57123 -0.78319
C 3.94038 -2.11886 -0.70081
H -0.00452 1.07950 -4.18920
C -3.87171 -0.03865 -0.24000
S 3.14340 -0.23677 -3.38079
C -1.49645 5.63770 -1.76703
H -4.64109 1.77980 -2.04363
H -2.71473 1.66720 1.84646
H -2.39878 -0.79514 -2.24566
H -5.35150 2.28282 -0.51914
H -0.08021 -0.80039 6.35338
H -3.12798 -0.73585 0.14627
H 1.95333 -3.63079 -3.45219
C 1.61527 -3.02299 -0.79331
C -3.41237 1.42528 -0.24572
H -2.81313 -4.34482 1.84215
B -0.98079 -0.74467 1.06336
O 2.11125 -0.64281 -0.60817
N 2.54313 2.41096 2.50190
H -1.45001 -0.75641 -3.71443
C -1.11251 5.37727 0.58615
Os 0.30817 0.23573 -0.24634
H -0.28882 2.71304 -3.56362
H 0.38006 3.06759 2.71653
S 1.42749 -0.46756 1.76405
H 0.30193 1.90103 5.89200
C -1.26017 6.20056 -0.52160
C 6.08532 -2.98880 -0.50150
C 0.30862 -3.23895 -1.12728
H -0.60529 -4.20615 -3.48767
H 4.03420 2.42821 4.04434
C -4.41580 2.23681 -1.08372
H 0.43698 -0.87651 -2.59770
N 3.88757 2.19344 0.80687
H -4.75968 -0.12702 0.39150
C 2.60281 2.29970 1.17720
C 0.74204 -5.11842 0.18357
C -1.19662 4.00166 0.44548
H -3.55642 0.87231 -3.45382
C 4.67348 2.22355 1.93790
H -1.18722 7.27588 -0.41596
C 0.87511 0.00120 3.36715
P -1.63267 1.60539 -0.88166
C -2.96912 -3.41722 2.37778
H -4.08508 3.26375 -1.24626
C -0.65107 -2.43976 -1.94919
H -2.36688 1.37744 -4.64296
C -1.49560 -0.38193 -2.68750
H -3.01843 2.55307 -3.49606
H 5.41599 1.84425 -0.54761
H -1.61054 6.26833 -2.63899
C -3.82908 -3.32280 3.47571
H -1.04574 3.37572 1.31248
H 0.62659 -6.06511 0.69161
B -0.91340 -3.02643 -3.47650
C -0.17829 -4.46110 -0.55909
H 1.56813 3.29232 4.31898
C 6.01729 -2.23177 0.62858
O -1.39014 -2.09005 1.02428
C -3.49155 2.01965 1.17269
C 3.07679 -0.87811 -4.97019
C 0.55801 -2.37242 4.15898
C 0.21665 -0.26659 5.46633
C -2.69278 1.52001 -3.60931
H 5.74569 2.14101 1.88640
H 3.82875 1.21916 -1.03554
H -1.59066 -2.49737 -1.40267
H 0.64799 1.56261 -2.62744
*
```

Summary:
HOMO level = -0.278 hartree
energy above the lowest of the compared OMol25 structures with the same formula, charge and spin = 0.00 kcal/mol


no.,strongest force on any atom (eV/A)
1,3.149
2,0.734